Density functional theory data (the ωB97M-V functional and the def2-TZVPD basis) for a 11-piece molecular cluster, C29H74N9O15 overall at a distorted geometry.

LUMO level ... -12.693 eV
Maximum force ... 0.125 hartree/bohr
Gap between HOMO and LUMO ... 3.15 eV
DFT total energy ... -2767.6867 a.u.
Total charge ... +7
HOMO level ... -15.839 eV

```
127
Properties=species:S:1:pos:R:3:forces:R:3:lowdin_charge:R:1
C -16.816 -10.662 -22.723 -0.7 0.9 0.4 0.04
C -16.851 -9.503 -21.747 -3.3 0.5 -1.1 -0.34
O -17.865 -8.870 -21.514 3.8 -1.2 0.3 0.18
N -15.483 -9.178 -21.102 -1.7 0.4 1.7 0.11
H -15.198 -10.044 -20.668 0.4 -0.5 -0.1 0.17
H -14.816 -8.964 -21.829 0.4 0.4 -0.3 0.19
C -15.627 -8.167 -19.970 1.1 0.4 -0.3 0.02
H -16.576 -11.609 -22.238 0.3 0.0 -0.1 0.10
H -16.195 -10.435 -23.589 0.3 -0.2 0.1 0.11
H -17.852 -10.669 -23.063 0.1 -0.4 -0.2 0.11
H -16.081 -7.264 -20.378 -0.3 -0.3 0.2 0.11
H -14.639 -7.914 -19.586 0.2 -0.1 -0.4 0.10
H -16.120 -8.606 -19.102 -0.5 -0.1 -0.6 0.11
C -5.996 -12.338 -13.017 -0.3 -0.4 1.0 0.03
C -7.367 -12.924 -13.110 -3.0 -1.6 3.8 -0.30
O -8.068 -13.370 -12.147 3.0 2.1 -5.3 0.09
N -7.942 -12.990 -14.560 0.3 -0.6 1.0 0.09
H -8.913 -12.711 -14.556 -0.5 0.1 0.2 0.17
H -7.443 -12.269 -15.061 0.4 0.5 -0.8 0.16
C -7.754 -14.372 -15.236 0.1 1.2 1.4 0.07
H -5.284 -12.972 -13.546 0.1 0.1 -0.2 0.12
H -5.772 -12.381 -11.951 0.2 -0.1 -0.1 0.11
H -5.877 -11.293 -13.304 -0.3 -0.1 -0.6 0.11
H -8.286 -15.096 -14.619 0.0 0.1 -0.2 0.10
H -6.681 -14.496 -15.095 -0.1 -0.6 -0.9 0.11
H -8.164 -14.290 -16.243 0.5 -0.1 0.1 0.11
C -8.957 -7.667 -10.909 1.2 2.6 0.0 0.05
C -8.506 -6.237 -11.436 -2.0 -0.8 -0.4 -0.33
O -9.251 -5.433 -11.918 1.7 -0.8 0.7 0.16
N -6.998 -5.887 -11.365 0.0 -0.8 0.8 0.10
H -6.409 -6.704 -11.289 -0.1 -0.9 -0.3 0.17
H -6.781 -5.500 -12.272 0.4 0.9 -0.2 0.18
C -6.611 -5.109 -10.114 -0.4 1.0 -0.1 0.05
H -8.234 -7.913 -10.131 -0.1 -0.7 -0.1 0.08
H -8.994 -8.343 -11.763 0.1 -0.1 0.2 0.10
H -9.930 -7.488 -10.451 0.0 -0.2 -0.2 0.09
H -6.804 -4.055 -10.314 -0.3 -0.2 0.3 0.12
H -5.564 -5.189 -9.821 0.1 -0.4 -0.6 0.12
H -7.210 -5.516 -9.300 -0.1 0.2 -0.1 0.11
C -18.419 -1.856 -13.366 1.5 0.1 0.1 0.05
C -17.683 -3.065 -13.919 -3.5 -1.9 -0.8 -0.33
O -18.257 -4.070 -14.289 2.3 2.0 0.6 0.14
N -16.124 -3.138 -13.798 -1.0 0.7 1.1 0.08
H -15.705 -2.944 -14.697 0.2 0.0 -0.5 0.18
H -15.811 -2.418 -13.164 0.0 0.8 0.1 0.17
C -15.699 -4.464 -13.201 -0.5 0.8 -2.1 0.04
H -17.963 -0.917 -13.679 0.2 0.0 0.2 0.11
H -18.263 -1.995 -12.296 0.1 0.4 0.4 0.11
H -19.496 -1.762 -13.505 0.2 -0.8 -0.5 0.12
H -15.884 -5.075 -14.085 0.2 -1.0 0.8 0.11
H -16.425 -4.621 -12.402 0.7 -0.4 0.2 0.11
H -14.632 -4.357 -13.010 -0.3 -0.4 0.5 0.11
C -14.842 -9.926 -8.933 0.3 0.4 0.0 0.02
C -13.893 -9.619 -7.810 3.2 -3.5 -1.1 -0.37
O -12.805 -10.199 -7.681 -3.9 3.0 0.5 0.16
N -14.432 -8.644 -6.792 0.1 -0.5 0.7 0.10
H -13.654 -8.014 -6.660 0.3 0.6 0.7 0.18
H -15.204 -8.101 -7.153 -0.3 0.2 -0.4 0.17
C -14.877 -9.349 -5.466 1.3 -0.3 -0.6 0.09
H -14.427 -10.591 -9.690 0.3 -0.1 0.5 0.10
H -15.065 -9.020 -9.497 -0.5 0.2 0.3 0.10
H -15.705 -10.392 -8.458 -0.4 0.2 -0.3 0.10
H -15.397 -10.245 -5.805 -0.1 0.1 0.4 0.11
H -15.452 -8.738 -4.771 -0.1 0.3 -0.6 0.12
H -13.917 -9.593 -5.011 -0.3 -0.3 0.2 0.12
C -8.235 -3.380 -21.031 -0.6 0.1 1.0 0.04
C -7.633 -4.247 -19.938 4.3 -2.5 -1.7 -0.32
O -6.669 -4.998 -20.079 -3.8 2.5 1.1 0.18
N -8.222 -4.086 -18.500 -2.0 -0.4 -0.8 0.11
H -7.547 -4.133 -17.750 0.7 -0.8 0.0 0.17
H -8.536 -3.128 -18.438 -0.5 0.5 -0.1 0.15
C -9.467 -5.037 -18.259 1.5 0.0 0.0 0.06
H -7.468 -2.869 -21.613 0.3 -0.2 0.3 0.12
H -8.885 -2.641 -20.562 -0.1 0.2 -0.3 0.08
H -8.831 -3.936 -21.755 0.1 -0.4 0.2 0.11
H -9.070 -6.042 -18.112 0.2 0.1 0.2 0.10
H -10.088 -5.098 -19.153 0.1 0.6 0.1 0.10
H -9.987 -4.710 -17.358 0.0 0.1 -0.3 0.09
C -23.839 -10.244 -13.424 1.4 1.6 1.5 0.06
C -22.439 -9.680 -13.760 -1.3 -2.3 -5.2 -0.34
O -22.025 -9.691 -14.906 0.1 0.7 3.0 0.15
N -21.546 -9.139 -12.684 1.9 1.3 0.1 0.11
H -21.986 -8.303 -12.327 -0.5 0.4 0.4 0.18
H -21.392 -9.746 -11.892 -0.6 -0.6 0.3 0.18
C -20.115 -8.686 -13.126 -0.9 -1.0 -1.3 0.05
H -24.539 -10.498 -14.220 0.9 -0.1 -0.5 0.12
H -24.275 -9.382 -12.919 -0.6 -0.2 0.6 0.10
H -23.687 -11.053 -12.709 -0.4 0.0 0.1 0.10
H -20.221 -8.325 -14.149 -0.1 0.5 0.3 0.10
H -19.534 -9.596 -13.276 0.1 0.1 0.6 0.10
H -19.668 -7.965 -12.441 -0.4 -0.3 0.0 0.10
C -13.158 -15.076 -11.702 -0.6 0.5 -0.2 0.03
C -13.175 -15.769 -10.363 1.7 -0.2 -1.8 -0.40
O -12.239 -16.333 -9.933 -0.1 -0.2 1.1 0.23
N -14.491 -15.851 -9.630 0.1 0.0 1.2 0.10
H -15.174 -15.260 -10.083 -0.4 0.1 -0.1 0.16
H -14.797 -16.812 -9.683 -0.2 -0.7 -0.5 0.18
C -14.467 -15.567 -8.116 0.3 -0.3 -0.6 0.06
H -13.398 -14.020 -11.579 -0.3 0.1 -0.1 0.09
H -13.854 -15.526 -12.410 -0.4 0.0 0.2 0.10
H -12.203 -15.105 -12.226 0.2 -0.3 0.7 0.11
H -15.350 -16.049 -7.694 -0.3 0.7 -0.1 0.12
H -14.372 -14.483 -8.056 -0.2 -0.3 0.6 0.10
H -13.642 -16.106 -7.652 0.3 0.3 -0.4 0.12
C -18.628 -14.996 -19.934 0.1 -0.4 0.9 0.04
C -18.370 -13.947 -18.831 -1.8 0.8 -3.4 -0.32
O -18.717 -12.799 -18.941 1.4 -2.1 1.7 0.17
N -17.565 -14.447 -17.608 1.6 1.9 1.3 0.11
H -17.907 -15.208 -17.039 -1.4 -0.2 0.1 0.18
H -16.680 -14.866 -17.854 0.5 -0.2 -1.2 0.17
C -17.115 -13.272 -16.682 -1.7 0.0 -0.4 0.04
H -17.706 -15.403 -20.350 0.2 -0.1 0.3 0.10
H -19.219 -14.700 -20.801 0.0 0.9 0.4 0.11
H -19.206 -15.819 -19.513 0.2 -0.3 0.2 0.10
H -16.541 -13.661 -15.842 0.2 0.1 -0.5 0.11
H -18.032 -12.807 -16.321 0.0 -0.3 0.2 0.10
H -16.691 -12.480 -17.300 0.6 -0.5 0.1 0.10
O -5.065 -7.899 -16.715 0.8 0.7 -0.7 0.08
C -5.947 -8.888 -16.578 -1.3 -4.9 0.0 -0.91
O -6.980 -8.720 -15.910 -2.1 2.9 1.9 -0.14
O -5.775 -10.053 -17.017 1.9 1.0 -0.8 -0.07
H -5.553 -7.118 -16.443 0.1 0.1 0.2 0.08
O -12.613 -8.329 -15.287 0.3 2.5 -1.6 0.05
C -13.013 -9.493 -14.805 -1.3 -1.1 2.8 -0.97
O -14.176 -9.610 -14.420 -2.0 -0.1 -0.4 -0.08
O -12.070 -10.251 -14.578 1.6 -2.2 -0.1 -0.07
H -11.697 -8.615 -15.280 1.1 0.9 -0.6 0.08
```
Forces are in eV/Å.

Density functional theory data (the ωB97M-V functional and the def2-TZVPD basis) for C29H77BInO23S7 as an isolated structure.

LUMO level ... 1.585 eV
Maximum force ... 0.015 hartree/bohr
Gap between HOMO and LUMO ... 5.36 eV
DFT total energy ... -5883.8982 a.u.
Total charge ... -1
HOMO level ... -3.775 eV

```
138
Properties=species:S:1:pos:R:3:forces:R:3:lowdin_charge:R:1
C 1.066 5.448 -3.992 -0.1 0.1 0.3 -0.11
C 0.186 4.538 -3.114 -0.1 0.1 -0.1 -0.26
C -0.338 3.328 -3.888 -0.1 0.2 0.0 -0.22
C -1.301 2.387 -3.140 0.3 -0.1 -0.2 -0.20
C -1.036 2.171 -1.649 -0.2 -0.2 0.1 -0.24
C -1.589 3.234 -0.699 -0.1 0.1 0.1 -0.34
C -1.531 2.806 0.767 0.8 0.0 -0.2 -0.31
In 0.607 2.536 1.410 0.0 -0.1 0.0 0.43
B 1.044 0.242 1.365 -0.1 0.3 0.0 -0.71
O 0.270 -0.638 0.584 0.4 -0.5 0.2 0.04
O 2.062 -0.382 2.115 0.0 -0.2 -0.4 -0.10
C 3.327 0.000 1.573 -0.1 0.0 0.4 -0.12
H 1.368 4.947 -4.916 0.0 0.0 0.0 0.06
H 1.966 5.757 -3.457 0.0 0.0 -0.1 0.06
H 0.537 6.366 -4.260 0.0 -0.1 -0.1 0.06
H 0.735 4.223 -2.224 0.0 -0.1 -0.1 0.09
H -0.668 5.116 -2.749 0.1 0.0 0.0 0.10
H -0.851 3.713 -4.780 0.1 -0.1 0.0 0.11
H 0.515 2.752 -4.265 0.0 0.0 0.1 0.11
H -2.339 2.704 -3.304 0.0 0.1 0.2 0.10
H -1.196 1.416 -3.635 -0.2 0.0 0.0 0.07
H -1.514 1.224 -1.358 0.0 0.0 0.0 0.11
H 0.037 2.017 -1.476 0.0 0.1 0.0 0.09
H -2.623 3.459 -1.025 0.0 0.0 0.0 0.08
H -1.030 4.168 -0.792 -0.1 0.0 -0.1 0.08
H -2.058 1.855 0.898 -0.1 0.2 0.1 0.01
H -1.963 3.582 1.398 -0.2 -0.2 0.0 0.02
H 1.715 3.308 0.222 -0.1 0.1 0.0 -0.10
H 0.885 3.279 3.004 0.0 -0.1 0.0 -0.13
H 0.435 -0.525 -0.357 -0.4 0.3 0.0 0.07
H 4.102 -0.607 2.047 -0.1 0.0 0.0 0.07
H 3.350 -0.186 0.494 0.2 0.1 0.0 0.08
H 3.526 1.060 1.763 0.0 0.0 -0.1 0.07
O -0.064 -0.043 -5.530 0.0 0.0 0.0 -0.27
S -0.714 -1.241 -5.096 0.0 -0.1 -0.1 0.55
O -0.692 -1.602 -3.713 0.0 0.1 0.1 -0.27
O -0.169 -2.451 -5.973 -0.1 0.0 0.0 -0.27
C 1.271 -2.633 -5.992 0.3 0.0 0.0 -0.25
C 1.789 -3.329 -4.753 -0.1 0.0 0.1 -0.07
C -2.374 -1.266 -5.674 0.0 0.0 0.0 -0.12
H 1.743 -1.661 -6.142 -0.1 0.0 0.0 0.11
H 1.454 -3.234 -6.882 -0.1 0.0 0.0 0.12
H 1.662 -2.711 -3.866 0.0 0.0 0.0 0.08
H 2.850 -3.547 -4.863 0.0 0.0 0.0 0.05
H 1.250 -4.262 -4.587 0.0 0.0 0.0 0.09
H -2.380 -1.019 -6.732 0.0 0.0 0.0 0.07
H -2.907 -0.512 -5.098 0.0 0.0 0.0 0.08
H -2.791 -2.252 -5.492 0.0 0.0 0.0 0.07
O -4.568 3.923 1.130 0.0 0.1 0.1 -0.26
S -5.720 4.440 0.465 -0.1 -0.2 -0.1 0.56
O -6.046 5.832 0.574 0.0 0.0 0.0 -0.28
O -6.983 3.564 0.871 0.0 0.1 -0.1 -0.27
C -7.203 3.318 2.281 0.0 -0.1 0.3 -0.24
C -7.797 4.520 2.981 0.1 0.1 -0.1 -0.07
C -5.681 3.990 -1.234 0.0 0.0 0.0 -0.12
H -6.271 2.986 2.739 0.0 0.0 -0.1 0.11
H -7.895 2.477 2.296 0.0 0.0 -0.1 0.12
H -7.081 5.340 3.039 0.0 0.0 0.0 0.07
H -8.090 4.247 3.996 0.0 0.0 0.0 0.08
H -8.672 4.871 2.436 0.0 0.0 0.1 0.05
H -5.464 2.927 -1.304 0.0 0.0 0.0 0.08
H -4.883 4.571 -1.690 0.0 0.0 0.0 0.07
H -6.642 4.233 -1.681 0.0 0.0 0.0 0.07
O 5.254 -2.657 3.517 0.1 0.1 0.1 -0.28
S 4.596 -3.910 3.735 -0.2 -0.1 -0.2 0.57
O 4.572 -4.469 5.055 0.0 0.1 0.1 -0.28
O 5.192 -4.990 2.728 0.0 0.0 0.1 -0.26
C 6.635 -5.067 2.616 0.3 0.1 -0.1 -0.25
C 7.278 -5.734 3.814 -0.1 0.0 0.1 -0.07
C 2.962 -3.850 3.098 -0.1 0.0 0.0 -0.11
H 7.031 -4.067 2.450 -0.1 0.0 0.1 0.08
H 6.808 -5.647 1.711 -0.2 0.0 0.0 0.12
H 7.174 -5.125 4.711 0.0 0.0 0.0 0.07
H 8.341 -5.880 3.616 0.0 0.0 0.0 0.08
H 6.818 -6.703 4.010 0.0 0.0 0.0 0.08
H 2.975 -3.456 2.086 0.0 0.0 0.0 0.08
H 2.406 -3.176 3.747 0.0 0.0 0.0 0.08
H 2.541 -4.851 3.135 0.0 0.0 0.0 0.07
O 8.242 -2.235 2.748 0.2 -0.1 -0.2 -0.28
S 8.860 -1.000 3.123 -0.2 0.1 0.2 0.58
O 9.514 -0.211 2.124 0.0 0.0 0.0 -0.28
O 9.884 -1.289 4.311 0.0 0.1 0.0 -0.26
C 10.833 -2.358 4.105 0.1 -0.2 0.0 -0.25
C 11.973 -1.958 3.191 -0.1 0.1 -0.1 -0.07
C 7.711 -0.020 4.015 0.0 0.0 0.0 -0.11
H 10.303 -3.234 3.728 -0.1 0.0 0.0 0.11
H 11.197 -2.591 5.104 0.0 0.1 0.0 0.12
H 11.627 -1.793 2.172 0.0 0.0 0.0 0.07
H 12.724 -2.750 3.179 0.0 0.0 0.0 0.08
H 12.438 -1.037 3.541 0.0 0.0 0.0 0.08
H 7.249 -0.639 4.779 0.0 0.0 0.0 0.08
H 6.964 0.311 3.296 0.0 0.0 0.0 0.08
H 8.236 0.830 4.443 0.0 0.0 0.0 0.08
O -5.627 0.237 3.361 0.0 0.1 0.1 -0.28
S -5.049 -1.040 3.664 0.1 -0.1 -0.2 0.55
O -4.514 -1.271 4.971 0.0 0.0 0.1 -0.28
O -4.002 -1.428 2.559 -0.1 -0.1 0.1 -0.26
C -2.942 -0.468 2.223 0.2 0.2 -0.1 -0.22
C -1.810 -0.456 3.219 -0.2 -0.1 0.1 -0.05
C -6.220 -2.308 3.304 0.0 0.0 0.0 -0.13
H -3.391 0.517 2.099 -0.1 0.0 0.1 0.11
H -2.584 -0.802 1.252 -0.1 -0.1 0.0 0.12
H -2.107 -0.044 4.182 0.0 0.0 0.0 0.08
H -1.027 0.165 2.785 0.0 0.1 0.1 0.04
H -1.417 -1.461 3.377 0.0 0.0 -0.1 0.09
H -6.613 -2.147 2.305 0.0 0.0 0.0 0.07
H -7.010 -2.226 4.047 0.0 0.0 0.0 0.07
H -5.723 -3.271 3.383 0.0 0.0 0.0 0.07
O -10.401 4.472 -0.960 0.1 0.0 0.0 -0.27
S -11.305 4.844 0.083 -0.1 0.0 0.0 0.57
O -10.889 4.759 1.449 0.0 0.0 0.0 -0.27
O -12.661 4.032 -0.106 0.0 0.0 0.0 -0.27
C -12.544 2.597 -0.265 0.0 -0.3 -0.1 -0.25
C -12.280 1.886 1.045 0.0 0.1 0.1 -0.07
C -11.952 6.450 -0.223 0.0 0.0 0.0 -0.12
H -11.770 2.386 -1.003 0.0 0.1 0.0 0.11
H -13.502 2.297 -0.687 0.0 0.1 0.0 0.12
H -11.293 2.126 1.436 0.0 0.0 0.0 0.07
H -12.336 0.808 0.889 0.0 0.0 0.0 0.08
H -13.018 2.173 1.793 0.0 0.0 0.0 0.08
H -12.298 6.498 -1.251 0.0 0.0 0.0 0.07
H -11.133 7.147 -0.059 0.0 0.0 0.0 0.08
H -12.760 6.640 0.479 0.0 0.0 0.0 0.07
O 4.908 -4.443 -4.064 0.0 0.0 0.0 -0.28
S 5.984 -5.283 -3.628 0.2 0.1 0.0 0.56
O 6.046 -5.692 -2.261 0.0 0.0 0.0 -0.27
O 7.355 -4.608 -4.053 0.0 -0.1 0.0 -0.27
C 7.548 -3.216 -3.676 0.0 0.3 0.1 -0.24
C 7.899 -3.051 -2.214 0.0 -0.1 0.0 -0.07
C 6.094 -6.703 -4.661 0.0 0.0 0.0 -0.12
H 6.654 -2.654 -3.944 0.0 -0.1 0.0 0.11
H 8.361 -2.881 -4.317 0.0 -0.1 0.0 0.12
H 7.065 -3.317 -1.567 0.0 0.0 0.0 0.07
H 8.163 -2.011 -2.020 0.0 0.0 0.0 0.09
H 8.747 -3.684 -1.950 0.0 0.0 0.0 0.08
H 6.076 -6.385 -5.699 0.0 0.0 0.0 0.07
H 5.228 -7.320 -4.431 0.0 0.0 0.0 0.08
H 7.012 -7.233 -4.424 0.0 0.0 0.0 0.07
```
Forces are in eV/Å.